No. 1
Computed, not measured: a molecular structure, C49H61AsF18GeN3O3S2Si4Ti in a non-equilibrium geometry, with ωB97M-V/def2-TZVPD.

Calculated values
- Energy above the lowest of the compared OMol25 structures with the same formula, charge and spin: 1.292 eV
- Gap between HOMO and LUMO (spin up / spin down): 5.34 / 5.85 eV
- Charge: -2
- <S²>: 0.755
- Spin multiplicity: 2

Element x y z (Å)
Ti 1.413 -0.390 -0.562
N 3.936 -0.014 3.164
C 3.234 -0.496 2.093
S 3.994 -0.410 0.549
N 2.072 -1.040 2.298
N 1.575 -1.537 1.105
C 1.151 -2.750 1.113
C 1.015 -3.539 -0.085
C 0.562 -4.860 -0.007
C 0.573 -5.689 -1.109
C 1.068 -5.211 -2.320
C 1.560 -3.926 -2.418
C 1.518 -3.053 -1.327
O 1.952 -1.818 -1.428
H 4.909 0.147 2.974
H 3.703 -0.409 4.061
H 1.046 -3.251 2.076
H 0.206 -5.222 0.952
H 0.201 -6.704 -1.032
H 1.054 -5.844 -3.200
H 1.949 -3.546 -3.353
C 1.378 2.154 7.330
Si 1.735 1.340 5.629
C 2.317 -0.408 6.145
C 3.234 2.393 5.088
As 0.246 1.148 3.788
Si -0.649 3.311 4.158
C 0.596 4.469 3.316
C -0.886 4.032 5.916
C -2.329 3.598 3.330
Si -1.407 -0.215 4.803
C -0.736 -1.984 4.890
C -1.869 0.308 6.583
C -3.098 -0.311 3.958
H 2.168 1.878 8.033
H 0.424 1.858 7.770
H 1.374 3.240 7.246
H 3.361 -0.427 6.468
H 2.189 -1.115 5.321
H 1.713 -0.774 6.979
H 4.165 2.033 5.531
H 3.100 3.432 5.400
H 3.349 2.374 4.006
H 1.570 4.419 3.809
H 0.266 5.510 3.314
H 0.738 4.150 2.281
H 0.039 4.476 6.286
H -1.199 3.273 6.635
H -1.649 4.812 5.897
H -2.228 3.579 2.245
H -2.761 4.563 3.605
H -3.043 2.820 3.604
H 0.014 -2.117 5.670
H -0.277 -2.230 3.930
H -1.544 -2.697 5.069
H -0.999 0.397 7.236
H -2.549 -0.424 7.025
H -2.382 1.273 6.571
H -2.992 -0.711 2.951
H -3.569 0.670 3.881
H -3.770 -0.965 4.520
F -1.822 2.430 -0.062
C -2.155 1.187 0.331
F -2.898 0.653 -0.643
F -2.982 1.321 1.389
C -0.886 0.354 0.744
O -1.069 -0.557 1.525
O 0.223 0.818 0.297
F -3.067 -5.365 -3.839
C -2.964 -5.329 -2.499
C -2.732 -4.135 -1.841
C -2.663 -4.202 -0.455
F -2.474 -3.077 0.231
C -2.833 -5.377 0.247
F -2.772 -5.408 1.582
C -3.072 -6.549 -0.447
F -3.241 -7.699 0.207
C -3.138 -6.524 -1.827
F -3.386 -7.661 -2.495
Ge -2.481 -2.315 -2.664
S -0.843 -1.149 -2.009
C -4.223 -1.388 -2.298
C -5.172 -1.716 -1.347
F -5.125 -2.900 -0.715
C -6.225 -0.878 -1.027
F -7.134 -1.238 -0.110
C -6.359 0.333 -1.678
F -7.380 1.140 -1.385
C -5.442 0.687 -2.653
F -5.593 1.843 -3.309
C -4.397 -0.166 -2.932
F -3.513 0.198 -3.869
C -2.601 -2.702 -4.640
C -1.466 -3.216 -5.252
F -0.393 -3.461 -4.500
C -1.399 -3.521 -6.596
F -0.291 -4.035 -7.138
C -2.509 -3.305 -7.394
F -2.472 -3.597 -8.693
C -3.663 -2.806 -6.822
F -4.750 -2.624 -7.584
C -3.695 -2.517 -5.470
F -4.863 -2.079 -4.981
C -0.412 2.202 -3.093
C 1.023 2.071 -3.623
C 0.991 0.893 -4.608
C 1.323 3.361 -4.398
Si 2.278 1.607 -2.116
C 4.056 1.216 -3.017
C 5.271 1.427 -2.105
C 4.329 2.029 -4.288
C 4.053 -0.273 -3.390
C 2.522 3.316 -1.074
C 1.170 3.986 -0.814
C 3.105 2.963 0.299
C 3.420 4.372 -1.730
H -1.103 2.351 -3.935
H -0.539 3.039 -2.410
H -0.718 1.294 -2.581
H 0.210 1.061 -5.363
H 0.751 -0.033 -4.079
H 1.939 0.759 -5.132
H 0.591 3.480 -5.211
H 2.317 3.363 -4.843
H 1.238 4.236 -3.751
H 5.418 2.476 -1.847
H 6.178 1.085 -2.624
H 5.183 0.859 -1.187
H 4.303 3.102 -4.087
H 3.609 1.801 -5.074
H 5.328 1.783 -4.677
H 3.987 -0.891 -2.496
H 4.982 -0.533 -3.919
H 3.213 -0.532 -4.036
H 0.464 3.286 -0.366
H 0.734 4.383 -1.731
H 1.303 4.834 -0.127
H 2.437 2.288 0.841
H 3.233 3.874 0.903
H 4.074 2.472 0.214
H 3.052 4.639 -2.722
H 4.450 4.031 -1.827
H 3.430 5.286 -1.118


No. 2
Computed, not measured: C2H4N2 in the gas phase in a non-equilibrium geometry, with ωB97M-V/def2-TZVPD.

Calculated values
- Energy above the lowest of the compared OMol25 structures with the same formula, charge and spin: 2.756 eV
- Gap between HOMO and LUMO: 8.80 eV
- Spin multiplicity: 1

Element x y z (Å)
C 0.398 -0.423 -0.136
C -0.987 0.189 -0.063
N 2.498 0.505 -0.121
N 1.431 0.222 0.072
H 0.602 -1.453 0.090
H -1.084 0.603 0.948
H -1.667 -0.553 0.049
H -1.191 0.909 -0.839